1.
Here is a molecular structure, C31H25Cl5N2O4PRuS from OMol25. Energies are from the ωB97M-V functional and the def2-TZVPD basis.

The geometry in XYZ format:
```
70
Properties=species:S:1:pos:R:3:forces:R:3:mulliken_spin:R:1
Ru -1.32164 0.44181 0.37617 0.3 0.2 0.2 0.938
C -3.30735 1.31855 0.01359 0.0 0.0 0.1 -0.048
C -2.27932 2.18383 -0.47356 0.0 0.0 -0.1 0.023
C -1.51461 2.62693 0.65191 -0.1 0.0 0.1 0.024
C -2.06793 2.01400 1.80463 0.0 0.0 -0.1 -0.037
C -3.17671 1.21924 1.42617 -0.1 -0.1 -0.1 0.104
H -4.04360 0.81891 -0.59473 0.0 0.0 0.0 0.000
H -2.13506 2.48798 -1.49669 0.0 0.0 0.0 -0.001
H -0.67222 3.29742 0.63525 0.0 0.0 0.0 0.013
H -1.66975 2.07573 2.80074 0.0 0.0 0.0 0.003
H -3.75665 0.60959 2.10016 0.0 0.0 0.0 0.007
O 0.07866 -0.20901 1.85496 0.1 0.2 0.1 0.021
S 1.17401 0.61515 2.46725 -0.1 -0.2 0.0 0.000
O 1.64313 -0.01650 3.67695 0.1 0.0 0.0 0.001
O 0.84892 2.02176 2.57713 -0.1 -0.1 -0.1 -0.006
C 2.48584 0.49719 1.27976 0.0 0.0 0.1 -0.016
C 3.78300 0.48456 1.78145 0.0 0.0 0.0 0.001
C 4.86098 0.41939 0.91913 0.0 0.0 0.0 0.000
C 4.64256 0.35541 -0.45129 0.0 0.0 0.0 -0.001
C 3.35086 0.36012 -0.94318 0.0 0.0 0.0 0.004
C 2.24766 0.43737 -0.08838 0.0 0.0 -0.1 0.002
P 0.60992 0.48528 -0.94045 -0.1 0.0 0.0 -0.052
C 0.80143 2.06294 -1.85141 0.0 0.0 0.1 0.022
C 1.40290 3.11261 -1.14885 0.0 0.0 0.0 -0.005
C 1.49198 4.37842 -1.70390 0.0 0.0 0.0 -0.001
C 0.98717 4.62035 -2.97403 0.0 0.0 0.0 0.000
C 0.37906 3.59161 -3.67433 0.0 0.0 0.0 0.000
C 0.27517 2.32490 -3.11443 0.0 0.0 0.0 0.002
C 0.85944 -0.94983 -2.03537 0.0 0.0 0.0 0.013
C 1.01789 -0.93606 -3.41358 0.0 0.0 0.0 0.000
C 1.13252 -2.13221 -4.11335 0.0 0.0 0.0 0.000
C 1.10135 -3.34237 -3.44087 0.0 0.0 0.0 0.000
C 0.97643 -3.36122 -2.05588 0.0 0.0 0.0 0.000
C 0.85659 -2.17285 -1.35931 0.0 0.0 0.0 -0.001
H 3.92398 0.50895 2.85325 0.0 0.0 0.0 0.001
H 5.86828 0.40771 1.31361 0.0 0.0 0.0 0.000
H 5.47747 0.29561 -1.13684 0.0 0.0 0.0 0.000
H 3.19264 0.30284 -2.01334 0.0 0.0 0.0 0.000
H 1.79658 2.94504 -0.15337 0.0 0.0 0.0 -0.002
H 1.95882 5.17607 -1.14102 0.0 0.0 0.0 0.000
H 1.06292 5.60703 -3.41172 0.0 0.0 0.0 0.000
H -0.02605 3.77036 -4.66189 0.0 0.0 0.0 0.000
H -0.23523 1.55175 -3.66733 0.0 0.0 0.0 0.001
H 1.05915 -0.00454 -3.95890 0.0 0.0 0.0 0.000
H 1.24028 -2.11135 -5.18994 0.0 0.0 0.0 0.000
H 1.17392 -4.27136 -3.99125 0.0 0.0 0.0 0.000
H 0.96054 -4.30218 -1.52102 0.0 0.0 0.0 0.000
H 0.74629 -2.18935 -0.27904 0.0 0.0 0.0 -0.001
C -1.46646 -2.52931 4.96860 0.0 0.0 0.0 0.001
N -0.90125 -1.24005 5.28523 0.0 0.0 0.1 0.000
C -1.46262 -0.06975 4.88495 0.1 0.0 -0.1 0.001
N -0.75272 1.05394 5.27807 0.0 0.0 0.0 0.000
O -2.51988 0.00042 4.26960 -0.1 0.0 0.1 0.001
H -1.48502 -3.16264 5.85641 0.0 0.0 0.0 0.000
H -0.90485 -3.04159 4.18444 0.0 0.0 0.0 0.000
H -2.48809 -2.37683 4.62936 0.0 0.0 0.0 0.000
H 0.02439 -1.20275 5.67432 0.0 0.0 0.0 0.000
H 0.25256 0.96956 5.21015 0.0 0.0 0.0 0.000
H -1.09299 1.89658 4.84354 0.0 0.0 0.0 0.000
Cl -2.03383 -2.30220 1.68745 0.0 -0.1 0.0 0.012
C -2.15174 -2.39818 -0.03592 0.0 0.0 0.0 -0.192
C -1.98826 -1.21458 -0.75074 0.0 0.1 -0.1 0.177
C -2.27568 -1.30391 -2.10991 0.0 0.0 0.0 -0.019
Cl -2.32881 0.14325 -3.07123 0.0 0.0 0.0 0.003
C -2.54214 -2.51013 -2.75444 0.0 0.0 0.0 -0.004
Cl -2.82660 -2.56541 -4.45217 0.0 0.0 0.0 0.000
C -2.57210 -3.68838 -2.01559 0.0 0.0 0.0 0.001
Cl -2.82830 -5.20061 -2.79231 0.0 0.0 0.0 0.000
C -2.40958 -3.62608 -0.63494 0.0 0.0 0.0 0.010
Cl -2.50822 -5.05894 0.31227 0.0 0.0 0.0 0.003
```
Forces are in eV/Å.

## Properties
Spin multiplicity: 2
LUMO level (spin up / spin down), eV: 0.11 / -0.89
Net charge: 0
DFT total energy, eV: -129043.3546
Energy relative to the best compared isomer or geometry (same formula, charge and spin), kcal/mol: 2.8
Largest force on an atom, eV Å⁻¹: 0.392

---

2.
Here is a single C31H25NS molecule in a non-equilibrium geometry from OMol25. Energies are from the ωB97M-V functional and the def2-TZVPD basis.

The geometry in XYZ format:
```
58
Properties=species:S:1:pos:R:3:forces:R:3:mulliken_charge:R:1
C -5.90720 0.72743 -3.00514 0.6 0.2 0.2 -0.556
C -4.58108 1.09407 -2.80171 -0.5 -0.1 -0.2 -0.724
C -3.54738 0.11861 -2.71713 -0.8 -0.9 -0.1 0.875
C -3.91923 -1.27662 -2.82658 0.5 0.9 0.5 0.903
C -5.27108 -1.61696 -3.02747 -0.9 0.3 0.0 -0.678
C -6.26058 -0.63917 -3.09883 0.7 -0.6 -0.1 -0.478
C -2.90775 -2.26003 -2.66351 0.4 0.2 -0.3 -0.995
C -1.59365 -1.89837 -2.47374 -0.5 -0.1 0.3 -0.583
C -1.22599 -0.54235 -2.26527 -2.0 0.4 -0.5 0.271
S 0.38083 -0.15953 -1.83472 1.7 0.5 1.5 -0.270
C -2.20330 0.44645 -2.46542 1.0 -0.4 0.4 -0.475
H -6.68882 1.49149 -3.07682 0.4 -0.3 0.1 0.359
H -4.30866 2.14461 -2.67198 -0.1 -0.3 -0.1 0.368
H -5.52844 -2.67842 -3.10546 0.0 0.4 0.0 0.347
H -7.30546 -0.93216 -3.21815 0.3 0.1 0.0 0.369
H -3.19914 -3.30469 -2.69914 0.1 0.0 -0.2 0.367
H -0.78730 -2.62023 -2.46955 -0.2 -0.2 0.3 0.438
H -1.90510 1.48982 -2.42008 -0.1 -0.1 0.2 0.430
C 6.86680 1.79131 0.43071 -0.1 -0.1 0.1 -0.972
N 5.98701 1.17944 1.41240 0.9 -0.4 0.0 0.159
C 6.45728 1.34685 2.77881 -0.4 0.1 -0.3 -1.037
C 4.64107 0.94094 1.12777 -1.0 0.1 -0.2 0.041
C 4.27678 -0.12746 0.27208 0.1 0.3 0.6 -0.977
C 2.94401 -0.45589 0.09306 0.1 0.2 -0.3 -0.385
C 1.92391 0.33768 0.63622 0.4 0.2 0.0 0.387
C 0.51916 -0.05934 0.39165 -0.4 0.0 -1.4 1.188
C -0.60927 0.86863 0.67270 -0.6 -0.7 0.1 -0.880
C -1.73335 0.10392 1.07044 0.3 0.8 0.0 0.360
C -2.93479 0.72766 1.36764 0.0 0.0 -0.2 -0.183
C -3.04562 2.10547 1.16429 0.2 0.2 0.0 -0.766
C -1.93646 2.86027 0.74132 0.0 -0.3 0.1 -1.039
C -0.69747 2.23943 0.53059 -0.2 0.3 -0.2 0.060
C -1.32801 -1.29237 1.21284 0.7 -0.3 0.2 0.051
C 0.04741 -1.39703 0.87896 -0.8 0.2 0.2 0.788
C 0.73311 -2.57061 1.13498 0.0 -0.4 -0.1 -0.387
C 0.02847 -3.67685 1.64236 -0.2 0.3 0.0 -0.939
C -1.33836 -3.57423 1.95144 0.3 0.1 -0.1 -0.737
C -2.01410 -2.36307 1.76637 0.1 0.0 -0.2 -0.657
C 2.27543 1.46012 1.40671 0.0 -0.3 0.0 -0.584
C 3.61414 1.73409 1.68480 0.3 -0.3 -0.3 -0.634
H 6.51451 1.62293 -0.59715 0.1 0.0 0.4 0.318
H 6.95149 2.87770 0.60652 0.0 -0.1 -0.2 0.282
H 7.86899 1.35287 0.55551 -0.2 0.2 -0.2 0.308
H 5.88232 0.70780 3.46603 0.2 0.3 -0.2 0.304
H 7.51663 1.04714 2.80135 -0.3 0.1 0.2 0.323
H 6.39182 2.39977 3.10136 0.1 -0.1 0.2 0.343
H 5.05480 -0.73213 -0.19381 -0.1 0.1 0.2 0.418
H 2.67229 -1.32945 -0.50698 0.1 0.4 0.1 0.508
H -3.75810 0.12455 1.74678 0.0 0.3 -0.1 0.418
H -3.99642 2.60366 1.35515 0.3 -0.1 -0.1 0.403
H -2.02465 3.93688 0.57555 0.0 -0.4 0.2 0.391
H 0.19074 2.80748 0.24485 -0.4 -0.1 -0.1 0.608
H 1.80777 -2.63075 0.95815 -0.4 -0.1 0.1 0.444
H 0.55869 -4.61472 1.82150 -0.2 0.3 0.0 0.404
H -1.87604 -4.43078 2.36116 0.2 0.2 -0.1 0.401
H -3.05415 -2.21974 2.06122 0.2 -0.3 0.0 0.401
H 1.50173 2.12128 1.80577 0.3 -0.4 0.0 0.553
H 3.87978 2.59258 2.30955 -0.1 -0.3 -0.2 0.349
```
Forces are in eV/Å.

## Properties
LUMO level, eV: -0.60
SMILES: CN(C)c1ccc(C2(Sc3ccc4ccccc4c3)c3ccccc3-c3ccccc32)cc1
Net charge: 0
DFT total energy, eV: -44877.9546
Largest force on an atom, eV Å⁻¹: 2.333

---

3.
Here is a molecular structure, C31H26AgN5P2Se2 from OMol25. Energies are from the ωB97M-V functional and the def2-TZVPD basis.

The geometry in XYZ format:
```
67
Properties=species:S:1:pos:R:3:forces:R:3:mulliken_charge:R:1
Ag 2.34213 0.90406 3.26386 0.2 0.0 -0.4 0.200
Se -3.01060 -3.51413 1.09366 0.0 0.0 0.1 -0.337
P -1.79295 -2.22389 -0.03229 0.0 0.1 -0.1 0.170
C -1.01135 -3.03344 -1.45839 0.0 -0.2 0.0 0.114
C 0.35685 -2.98989 -1.70384 -0.1 0.1 -0.1 -0.205
C 0.88945 -3.68475 -2.78563 0.0 0.0 0.0 -0.729
C 0.06102 -4.41831 -3.62131 0.0 0.0 0.0 -0.414
C -1.30828 -4.46161 -3.37995 0.0 0.0 0.0 -0.736
C -1.84185 -3.77871 -2.29829 0.1 -0.1 0.0 -0.064
C -2.81331 -0.91122 -0.78081 -0.1 0.1 0.0 0.504
C -2.80426 -0.66888 -2.15294 0.0 0.0 0.0 0.242
C -3.74002 0.18946 -2.71885 0.0 -0.1 0.1 -0.986
C -4.67723 0.82350 -1.91709 0.0 0.0 0.0 -0.438
C -4.67935 0.60190 -0.54348 0.1 0.0 0.1 -0.871
C -3.76046 -0.27187 0.02279 -0.1 0.0 -0.1 -0.445
C -0.40827 -1.54228 0.91388 0.3 -0.3 0.3 0.856
C 0.10509 -0.34756 1.42956 0.2 -0.1 0.0 -0.086
N 1.15659 -0.70197 2.21334 -0.3 0.2 0.0 0.345
N 1.29537 -2.01675 2.18766 -0.4 0.2 -0.3 -1.285
N 0.36579 -2.53969 1.41764 0.0 0.2 0.1 -0.060
P -0.29520 1.38597 1.20474 -0.2 0.1 -0.1 0.341
Se 1.11021 2.84486 1.96209 0.1 -0.2 0.1 -0.566
C -1.85248 1.67954 2.07574 0.0 -0.2 0.0 0.671
C -2.73038 2.71311 1.76362 0.0 0.1 0.1 -0.208
C -3.83596 2.94768 2.56946 0.0 0.0 -0.1 -0.802
C -4.06087 2.16599 3.69422 0.0 -0.1 0.1 -0.481
C -3.17305 1.14832 4.02206 0.0 0.0 0.0 -0.780
C -2.06894 0.90562 3.21736 -0.2 -0.1 -0.1 -0.213
C -0.38515 1.62778 -0.58895 0.0 0.0 0.0 1.075
C 0.81350 1.36857 -1.26438 -0.1 0.0 -0.1 -0.700
C 0.90039 1.57513 -2.63025 0.0 0.0 0.1 -0.761
C -0.20209 2.05735 -3.33120 0.0 0.0 0.0 -0.659
C -1.39073 2.30341 -2.66583 0.1 0.1 0.0 -0.808
C -1.48954 2.08040 -1.29558 0.0 0.1 0.0 0.038
H 1.00661 -2.42598 -1.04902 0.0 0.0 0.0 0.335
H 1.95793 -3.65844 -2.96606 -0.1 0.0 0.0 0.389
H 0.48144 -4.96671 -4.45783 0.0 0.0 0.1 0.372
H -1.95785 -5.03938 -4.02757 0.0 0.0 0.0 0.391
H -2.90325 -3.83394 -2.08465 0.0 0.0 0.0 0.355
H -2.07133 -1.15639 -2.78324 0.0 0.0 0.0 0.503
H -3.73818 0.35657 -3.78961 0.0 0.0 0.0 0.412
H -5.41463 1.48253 -2.36231 0.0 0.0 0.0 0.397
H -5.41367 1.09112 0.08549 0.0 0.0 0.0 0.443
H -3.80280 -0.50039 1.08216 0.0 0.0 0.0 0.380
H -2.54837 3.35437 0.91301 0.0 0.0 0.0 0.513
H -4.52326 3.74663 2.31706 0.0 0.0 0.0 0.437
H -4.92652 2.35373 4.32068 0.1 0.0 -0.1 0.404
H -3.33887 0.54096 4.90428 0.0 0.0 -0.1 0.424
H -1.38703 0.09982 3.46091 0.0 0.0 0.0 0.397
H 1.67291 1.00849 -0.71076 0.0 0.0 0.0 0.414
H 1.82917 1.36745 -3.14916 -0.1 0.0 0.0 0.421
H -0.13201 2.23251 -4.39979 0.0 0.0 0.1 0.397
H -2.25806 2.65572 -3.21125 0.1 0.0 0.0 0.510
H -2.44190 2.22613 -0.80469 0.0 0.0 0.0 0.056
N 8.39598 0.37935 0.89751 -0.2 0.1 0.2 -0.482
C 7.11413 0.47699 1.36517 0.1 0.0 -0.1 1.308
C 6.39792 -0.65457 1.77079 0.1 -0.1 0.0 -0.679
C 5.12401 -0.50125 2.27159 -0.1 0.0 0.0 -0.470
N 4.51594 0.68437 2.39636 0.0 0.1 0.2 -0.189
C 5.19311 1.76427 1.98958 0.0 -0.1 0.0 -0.345
C 6.47066 1.71536 1.47667 0.1 0.1 0.0 -0.725
H 8.78018 -0.52054 0.68549 0.0 -0.1 0.0 0.197
H 8.83265 1.17549 0.47469 0.0 0.0 0.0 0.197
H 6.83653 -1.64371 1.69180 -0.1 0.1 0.0 0.286
H 4.54491 -1.36672 2.57708 0.0 0.0 0.0 0.410
H 4.67120 2.71104 2.07027 0.0 0.0 0.0 0.342
H 6.96840 2.62744 1.16270 -0.1 -0.1 0.0 0.277
```
Forces are in eV/Å.

## Properties
LUMO level, eV: 0.13
Net charge: 0
DFT total energy, eV: -193290.1518
Largest force on an atom, eV Å⁻¹: 0.537